# 1
The following is a DFT calculation (wB97M-V/def2-TZVPD) of a 2-piece molecular cluster, C4H11NO2S overall.

```
19
Properties=species:S:1:pos:R:3:lowdin_spin:R:1
C -0.45771 1.36311 -0.54007 0.01
N 0.37443 1.04587 0.60331 0.11
C 0.07863 0.66084 1.88012 0.01
O 0.93956 0.15776 2.57443 0.00
C -0.55430 0.18010 -1.47332 0.01
C -1.63812 -0.81873 -1.19660 0.08
S -1.13878 -1.92848 0.16381 0.71
H -1.40778 1.82031 -0.24359 0.00
H 0.02685 2.19718 -1.03227 0.00
H 1.33121 0.82017 0.35945 0.00
H -0.94604 0.81261 2.22269 0.00
H -0.70710 0.51649 -2.51193 0.00
H 0.42500 -0.21574 -1.67034 0.00
H -2.55271 -0.36432 -0.80305 0.01
H -1.86261 -1.46560 -2.04162 0.03
H 0.19994 -1.74315 0.18361 0.02
H 1.96005 -0.69337 1.44760 0.00
H 3.29687 -1.41014 1.29347 0.00
O 2.63261 -0.93491 0.78430 0.00
```

Calculated values
<S²> ... 0.76
Total charge ... +1
Relative energy (zero: lowest compared OMol25 entry of this formula, charge and spin) ... 0.7613 eV
Spin multiplicity ... 2
Electronic energy ... -20737.731 eV

---

# 2
The following is a DFT calculation (wB97M-V/def2-TZVPD) of a 2-piece molecular cluster, C4H11NO3 overall.

```
19
Properties=species:S:1:pos:R:3:lowdin_spin:R:1
O -3.71818 -0.61658 0.98705 0.02
C -2.55533 -0.52597 1.37085 0.02
N -1.50683 -0.77853 0.58566 0.02
C -0.14591 -0.49361 0.98644 0.06
C 0.71630 0.25869 -0.07678 0.14
C 1.07907 1.62621 0.42712 0.03
O 1.90290 2.30481 -0.52685 0.05
H -2.42261 -0.23098 2.41816 0.00
H -1.77022 -0.92257 -0.36313 0.05
H -0.19002 0.08329 1.90471 0.00
H 0.37203 -1.40585 1.30668 0.04
H -0.05904 0.37730 -0.83663 0.03
H 1.56547 -0.34469 -0.39170 0.09
H 0.27396 2.33568 0.64847 0.00
H 1.57790 1.66024 1.41127 0.00
H 2.24712 1.68750 -1.15038 0.03
H 1.52046 -1.46024 -2.49642 0.09
H 0.11534 -1.87009 -2.91514 0.10
O 0.99759 -1.68460 -3.28938 0.22
```

Calculated values
<S²> ... 0.75
Total charge ... -1
Relative energy (zero: lowest compared OMol25 entry of this formula, charge and spin) ... 0.5506 eV
Spin multiplicity ... 2
Electronic energy ... -11957.497 eV

---

# 3
The following is a DFT calculation (wB97M-V/def2-TZVPD) of a 2-piece molecular cluster, C4H11NO3 overall.

```
19
Properties=species:S:1:pos:R:3:nbo_charge:R:1
C 0.54471 -1.95212 -0.89948 -0.27
C -1.12878 -0.18305 1.75845 -0.26
O 1.05835 -0.84523 -0.16737 -0.54
H 0.80810 -2.84578 -0.33771 0.19
H 0.98428 -1.98335 -1.89872 0.19
H -0.53943 -1.85371 -0.99011 0.19
H -0.82942 0.40721 2.61917 0.19
H -2.14693 -0.56290 1.84883 0.19
H -0.51939 -1.08261 1.67930 0.19
C 1.84180 1.38466 -0.11285 -0.72
C 0.89900 0.39729 -0.74476 0.84
N -2.09039 0.65926 -0.29847 -0.55
O -1.08440 0.89417 0.68501 -0.44
O 0.36915 0.53845 -1.82436 -0.64
H -2.73492 1.44788 -0.26541 0.34
H -1.61483 0.68208 -1.20275 0.37
H 1.34210 1.84552 0.73708 0.25
H 2.74080 0.87877 0.22850 0.23
H 2.10021 2.17345 -0.81436 0.24
```

Calculated values
Relative energy (zero: lowest compared OMol25 entry of this formula, charge and spin) ... 3.3953 eV
Structure (SMILES) ... COC(C)=O.CON
Electronic energy ... -11956.714 eV

---

# 4
The following is a DFT calculation (wB97M-V/def2-TZVPD) of a 2-piece molecular cluster, C4H11NO3 overall.

```
19
Properties=species:S:1:pos:R:3:nbo_charge:R:1
O 0.73515 -3.21069 -1.22723 -0.61
C -0.29033 -2.62485 -1.51452 0.52
N -0.30513 -1.31152 -1.84517 -0.62
C -1.41298 -0.40645 -1.69035 -0.22
C -1.29664 0.57360 -0.51100 -0.44
C 0.05679 1.22720 -0.27215 -0.07
O 0.00833 2.52507 -0.88896 -0.74
H -1.23886 -3.17884 -1.52643 0.12
H 0.59239 -0.85700 -1.76829 0.39
H -1.46249 0.19750 -2.58925 0.19
H -2.36848 -0.92264 -1.66000 0.21
H -1.64272 -0.00390 0.36304 0.20
H -2.04992 1.35450 -0.55121 0.23
H 0.21569 1.36001 0.79959 0.17
H 0.94501 0.70705 -0.63844 0.17
H 0.26569 3.22698 -0.28562 0.48
H 1.78281 1.50870 5.63351 0.47
H 1.96535 3.03598 5.92795 0.47
O 2.07728 2.15121 6.28606 -0.94
```

Calculated values
Relative energy (zero: lowest compared OMol25 entry of this formula, charge and spin) ... 1.6985 eV
Structure (SMILES) ... O=CNCCCO.O
Electronic energy ... -11958.411 eV

---

# 5
The following is a DFT calculation (wB97M-V/def2-TZVPD) of one molecule with the formula C4H11NO3.

```
19
Properties=species:S:1:pos:R:3:nbo_charge:R:1
C 0.19979 0.24409 0.20450 -0.07
C -0.17577 -0.86621 -0.70185 -0.08
C -2.51874 -1.10437 0.13366 -0.25
C 0.14335 1.64665 -0.35091 -0.66
N 1.75694 -0.32553 0.41782 0.09
O -1.67875 -0.57110 -0.85863 -0.58
O 2.59860 0.01899 -0.63818 -0.57
O 2.20445 0.38293 1.57586 -0.62
H 2.58901 0.98682 -0.75400 0.44
H 2.86218 -0.19884 1.98109 0.47
H -0.22987 0.16362 1.20260 0.22
H 0.23625 -0.76296 -1.70342 0.21
H -0.05634 -1.85523 -0.25524 0.20
H -3.45159 -1.40149 -0.34958 0.19
H -2.73482 -0.36212 0.91071 0.16
H -2.11032 -1.99075 0.63790 0.16
H 0.48279 1.68708 -1.38483 0.21
H 0.76713 2.30720 0.25418 0.22
H -0.88430 2.00120 -0.32170 0.24
```

Calculated values
Relative energy (zero: lowest compared OMol25 entry of this formula, charge and spin) ... 5.4019 eV
Structure (SMILES) ... COC[C@H](C)N(O)O
Electronic energy ... -11954.708 eV

---

# 6
The following is a DFT calculation (wB97M-V/def2-TZVPD) of an isolated ion of composition C4H11NOP and charge +1.

```
18
Properties=species:S:1:pos:R:3:nbo_charge:R:1
C -0.49150 1.57815 0.96179 -0.65
C 0.01949 0.55690 -1.56333 -0.63
C 0.81392 -1.87500 0.14971 -0.41
C -0.32691 0.28698 0.19229 -0.22
N 0.81652 -0.47360 0.69515 -0.55
O -3.05616 0.01200 -0.17616 -0.92
P -1.93945 -0.84586 0.05776 1.37
H 0.38943 2.08726 0.99246 0.22
H -0.85310 1.41571 1.89787 0.22
H -1.14431 2.17544 0.23416 0.27
H -0.34759 1.50888 -2.04775 0.27
H -0.26845 -0.35167 -2.13095 0.22
H 1.03726 0.63241 -1.68541 0.21
H 0.56064 -1.73927 -0.83852 0.23
H 1.94034 -2.06346 0.06941 0.24
H 0.27270 -2.47152 0.86495 0.25
H 0.75197 -0.35715 1.78186 0.45
H 1.82522 -0.07619 0.54470 0.44
```

Calculated values
Total charge ... +1
Relative energy (zero: lowest compared OMol25 entry of this formula, charge and spin) ... 1.9722 eV
Structure (SMILES) ... C[NH2+]C(C)(C)P=O
Electronic energy ... -17143.466 eV

---

# 7
The following is a DFT calculation (wB97M-V/def2-TZVPD) of a 2-piece molecular cluster, C4H11NOS overall.

```
18
Properties=species:S:1:pos:R:3:nbo_charge:R:1
C -0.53586 1.46577 0.59637 -0.64
C -0.26271 0.67576 -1.83135 -0.66
C -1.74033 -0.53817 -0.31116 -0.43
C -1.05653 0.57113 -0.54868 0.04
N 2.32315 -1.80084 2.20442 -1.00
O 1.79155 -1.56540 -0.29673 -0.86
S 1.47966 -0.74781 1.09369 0.65
H -0.73944 2.48013 0.26333 0.21
H -1.07197 1.30634 1.42288 0.20
H 0.52150 1.40289 0.79566 0.22
H -0.23660 -0.35946 -2.39977 0.21
H 0.75755 0.99081 -1.61341 0.22
H -0.47294 1.51507 -2.46860 0.22
H -1.93878 -1.13932 -1.17687 0.20
H 1.25364 -2.29227 -0.50017 0.48
H -2.02968 -0.70563 0.70176 0.20
H 1.80059 -1.75419 3.10498 0.37
H 3.28406 -1.66089 2.41006 0.37
```

Calculated values
Relative energy (zero: lowest compared OMol25 entry of this formula, charge and spin) ... 3.1530 eV
Structure (SMILES) ... C=C(C)C.NSO
Electronic energy ... -18696.766 eV

---

# 8
The following is a DFT calculation (wB97M-V/def2-TZVPD) of a 2-piece molecular cluster, C4H11NOS2 overall.

```
19
Properties=species:S:1:pos:R:3:lowdin_spin:R:1
C -0.50655 0.33231 -1.98148 0.01
S 0.41181 -1.22077 -2.21938 0.25
S -0.05403 -2.20545 -0.46200 0.41
C 0.96831 -3.71121 -0.64896 0.05
H -1.60923 0.15683 -2.04798 0.00
H -0.25101 0.76645 -0.99363 0.00
H -0.22601 1.03462 -2.79550 0.01
H 2.04630 -3.41381 -0.57552 0.01
H 0.68159 -4.38367 0.19954 0.02
H 0.73104 -4.18265 -1.61469 0.01
O 0.04264 4.16271 1.27550 0.04
C 0.07137 2.99627 0.89977 0.03
C 0.05437 1.78942 1.82525 0.04
N -0.86691 0.76310 1.30843 0.03
H 0.16104 2.74106 -0.16705 0.00
H 1.07022 1.39085 1.83116 0.02
H -0.19218 2.13998 2.83655 0.01
H -0.69363 -0.15343 1.78263 0.06
H -1.83918 0.99739 1.54735 0.01
```

Calculated values
<S²> ... 0.75
Total charge ... -1
Relative energy (zero: lowest compared OMol25 entry of this formula, charge and spin) ... 0.7740 eV
Spin multiplicity ... 2
Electronic energy ... -29532.839 eV

---

# 9
The following is a DFT calculation (wB97M-V/def2-TZVPD) of one molecule with the formula C4H11NOSi.

```
18
Properties=species:S:1:pos:R:3:nbo_charge:R:1
C 0.10028 1.48626 -1.12271 -1.10
C -1.82727 -0.92149 -0.56427 -1.09
C -0.42340 0.49826 1.85220 -1.10
C 1.20050 -1.22934 -0.13532 -0.78
N 2.67923 -0.35191 0.42339 0.20
O 3.20891 0.25917 -0.43952 -0.26
Si -0.25612 -0.00131 0.01940 1.55
H -0.46070 1.41460 -2.05125 0.24
H -0.16213 2.43000 -0.65417 0.24
H 1.15484 1.53764 -1.38156 0.24
H -2.17002 -1.63031 0.18520 0.23
H -2.64567 -0.23133 -0.76043 0.24
H -1.64214 -1.47585 -1.48079 0.24
H -0.04962 1.50096 2.03316 0.24
H -1.46135 0.47399 2.17305 0.24
H 0.13600 -0.17504 2.49435 0.24
H 1.18455 -2.05645 0.55623 0.22
H 1.43412 -1.52785 -1.14695 0.22
```

Calculated values
Relative energy (zero: lowest compared OMol25 entry of this formula, charge and spin) ... 2.4812 eV
Structure (SMILES) ... C[Si](C)(C)CN=O
Electronic energy ... -15739.544 eV

---

# 10
The following is a DFT calculation (wB97M-V/def2-TZVPD) of a 2-piece molecular cluster, C4H11NP overall.

```
17
Properties=species:S:1:pos:R:3:nbo_charge:R:1
C -0.02914 -0.46309 0.46456 -0.33
C 1.29259 -0.78142 0.36838 -0.19
C 2.31757 1.45591 -0.41835 -0.41
C -3.49974 -0.71572 0.04765 -1.00
N 2.21129 -0.05874 -0.59895 -0.55
P -2.36314 0.68163 -0.20900 0.74
H -0.68038 -0.92997 1.17738 0.19
H -2.37545 0.81660 1.17055 -0.05
H 1.89287 -1.46430 0.91144 0.22
H 2.16246 1.57482 0.68251 0.25
H 3.39897 1.60503 -0.82854 0.23
H 1.67609 1.99513 -1.13308 0.25
H -3.34092 -1.11075 1.02389 0.24
H -3.40982 -1.60713 -0.67665 0.27
H -4.47214 -0.23653 0.08837 0.28
H 3.17966 -0.45182 -0.43417 0.43
H 2.03922 -0.30963 -1.63597 0.45
```

Calculated values
Total charge ... +1
Relative energy (zero: lowest compared OMol25 entry of this formula, charge and spin) ... 4.3807 eV
Electronic energy ... -15093.958 eV

---

# 11
The following is a DFT calculation (wB97M-V/def2-TZVPD) of one molecule with the formula C4H11NS.

```
17
Properties=species:S:1:pos:R:3:nbo_charge:R:1
C 0.84097 0.67896 -1.18418 -0.66
C -0.43115 0.00055 -0.67679 -0.07
C -0.73299 0.24070 0.86927 -0.39
C 0.01071 -0.52518 1.90643 -0.65
H 1.04895 -0.06814 -2.15268 0.21
H 0.65826 1.78575 -1.75997 0.23
H 1.67793 0.66326 -0.46550 0.21
H -1.21539 0.31462 -1.33767 0.21
H 0.61699 -1.79984 -0.62325 0.33
H -0.08258 -1.70547 -1.83408 0.35
H -1.70725 -0.19303 0.85823 0.23
H -0.54672 -0.13915 2.82248 0.26
H 1.21435 -0.55061 1.52588 0.22
H -0.36277 -1.71100 1.70674 0.23
H 0.36893 2.47564 0.33078 0.14
N -0.34503 -1.47226 -0.89933 -0.83
S -1.01321 2.00520 0.91364 -0.04
```

Calculated values
Relative energy (zero: lowest compared OMol25 entry of this formula, charge and spin) ... 3.3976 eV
Structure (SMILES) ... C[C@@H](N)[C@@H](C)S
Electronic energy ... -16648.396 eV

---

# 12
The following is a DFT calculation (wB97M-V/def2-TZVPD) of a 2-piece molecular cluster, C4H11NS overall.

```
17
Properties=species:S:1:pos:R:3:nbo_charge:R:1
C -1.46166 0.74517 0.83336 -0.01
C -1.46523 1.48646 1.95181 -0.46
N -1.90964 -0.62288 0.75990 -0.82
H -1.29715 1.12821 -0.17527 0.20
H -1.27173 2.56894 1.92881 0.22
H -1.64495 1.06495 2.93324 0.20
H -0.61824 -1.20998 0.30463 0.21
H -2.20979 -0.93811 1.71883 0.39
H -2.57075 -0.85831 0.06821 0.40
C 2.47619 -0.44570 -1.70891 -0.61
C 1.23396 -0.28812 -0.90148 -0.50
S 0.40351 -1.87351 -0.46108 -0.24
H 2.26658 -0.89451 -2.67018 0.21
H 3.27407 -1.01364 -1.20200 0.21
H 2.84237 0.58559 -1.88128 0.20
H 0.50308 0.28524 -1.51336 0.19
H 1.44937 0.28017 0.01474 0.20
```

Calculated values
Relative energy (zero: lowest compared OMol25 entry of this formula, charge and spin) ... 1.6402 eV
Structure (SMILES) ... C=CN.CCS
Electronic energy ... -16650.153 eV